The following is a quantum chemistry calculation of a structure of composition C48H88N16O4RbS in a non-equilibrium geometry, from the Open Molecules 2025 dataset.

XYZ file:
```
158
Properties=species:S:1:pos:R:3:forces:R:3:mulliken_charge:R:1
Rb -4.026618 -0.581183 3.632198 0.29 -0.17 -0.79 0.956
S -1.419171 -0.675499 -0.085631 2.73 -3.12 0.08 0.979
O -2.599800 -1.523013 -0.075975 -2.09 -1.15 -0.18 -0.738
O -0.548104 -0.995867 -1.254147 -0.27 0.27 -0.34 -0.791
O -0.636767 -1.005302 1.136515 0.62 -0.10 1.41 -0.760
O -1.779399 0.698325 -0.038360 -1.16 4.17 -0.18 -0.630
N 6.567474 3.282419 -0.056092 -1.35 0.73 -0.15 0.101
N -4.030485 3.643367 -4.471449 -0.59 1.44 -1.41 0.134
N -3.138296 5.339955 -5.518166 -2.28 0.78 0.23 0.098
N -3.931501 6.866671 1.207534 1.25 1.17 -2.04 0.137
N -1.290978 -3.494214 7.453284 2.84 2.89 0.49 0.164
N 0.601739 -8.168023 -1.519086 -2.25 1.67 2.31 0.316
N -3.577601 -6.525941 -5.649113 -0.50 3.48 2.94 0.240
N 0.827955 8.541165 4.022187 0.81 -2.39 -1.13 0.178
N -2.271705 -4.723471 -5.297073 -3.94 -3.64 -0.53 0.197
N 4.453218 3.148504 -0.702098 3.26 -0.89 1.33 0.162
N 0.947238 6.262409 4.302894 1.51 5.15 -2.48 0.278
N 0.438992 -2.538101 6.428608 -2.01 0.17 1.40 0.183
N 6.545054 -3.405995 -3.394021 -1.04 -2.45 2.45 0.099
N 5.249142 -3.230582 -1.581494 1.26 -2.35 0.78 0.263
N -5.500233 7.383347 2.610356 2.75 0.81 -0.82 0.085
N -0.903773 -7.338202 -0.014664 2.00 -1.78 -1.80 0.198
C -3.321184 -4.636098 -4.367438 0.85 -1.67 -0.73 -0.498
C -0.329372 -8.503454 -0.614155 -1.35 1.66 0.76 -0.229
C 4.681103 2.121115 0.226518 1.75 0.44 -1.45 -0.632
C -4.212873 -7.639985 -6.289140 0.69 -2.05 -1.11 -0.538
C -2.971365 6.674696 -6.198414 0.78 -1.04 -0.43 -0.803
C -5.392866 6.011851 2.576604 1.49 -0.53 -1.97 -0.377
C -4.982058 2.822296 -3.670872 0.28 -0.71 -1.26 -0.527
C -5.275183 1.337820 -4.161230 -0.74 0.97 1.16 -1.039
C -2.917728 7.002079 0.097360 0.23 0.04 1.33 -0.902
C -4.348102 4.852328 -5.068195 3.73 -1.28 0.39 -0.072
C -2.114021 -7.224702 0.829746 -0.13 -0.88 -0.46 -0.829
C 0.084058 4.109488 3.572125 0.64 -0.28 -0.17 -1.064
C -2.236680 -3.739163 8.505495 -2.07 -0.59 0.43 -0.542
C -4.519236 7.931364 1.818268 -0.98 -2.95 -0.05 -0.128
C -0.146015 6.766423 4.912459 -1.33 -0.44 0.55 -0.343
C 0.658280 -6.785885 -1.455388 0.90 0.94 -0.82 -0.739
C 3.259741 3.290135 -1.459385 -0.89 0.98 -0.36 -0.892
C 6.180879 -3.998664 -2.180330 1.26 1.23 -1.83 -0.109
C 1.508488 7.404723 3.645458 -0.34 -0.46 1.93 -0.230
C 1.286553 4.880309 4.190379 -0.40 -1.96 0.08 -0.556
C 4.667511 -3.492260 -0.205524 -0.94 0.08 -0.05 -0.272
C -0.294326 -2.537948 7.566628 -1.36 -1.25 -1.17 -0.119
C -0.245209 8.104786 4.709482 -0.96 0.05 1.43 -0.622
C -5.616670 8.484408 4.935709 0.38 -1.10 -0.78 -1.071
C -4.084939 -5.794658 -4.518706 0.88 0.73 -0.69 -0.564
C -1.778758 -4.807359 9.463360 1.17 1.10 -0.90 -0.994
C 4.948551 -4.799449 0.523508 0.80 -0.61 -1.48 -1.319
C 4.918297 -2.234495 -2.444388 -0.46 0.60 -0.25 -0.591
C -2.132991 4.457113 -5.297501 -0.38 -1.30 0.83 -0.503
C 5.614983 3.842597 -0.867174 -0.80 -1.52 1.78 -0.173
C 2.930703 -8.707244 -2.081735 -1.16 -1.66 -0.71 -1.077
C -1.177988 -4.101052 6.251322 0.72 0.45 -0.78 -0.390
C 1.568986 -1.627785 6.160040 0.83 -1.06 -0.97 -0.812
C 7.989346 3.721188 0.012480 -0.12 -0.49 -0.55 -0.465
C -0.222232 -6.250951 -0.555074 0.02 -1.84 -0.44 -0.608
C -2.532921 -5.838439 -6.052123 1.28 0.82 -0.42 -0.162
C -0.145363 -3.475636 5.571062 0.62 -0.02 0.57 -0.541
C 5.713152 -2.361298 -3.540141 -0.21 1.22 -1.01 -0.503
C 7.435983 -4.024593 -4.423746 0.32 0.55 0.41 -0.795
C -1.280991 -3.795136 -5.586596 2.61 1.44 -0.19 -0.775
C 6.041000 2.160753 0.565134 -2.81 0.56 -0.81 -0.202
C -3.381339 -8.926584 -6.018420 -1.29 0.69 0.20 -1.043
C 8.553031 3.169993 -1.288001 1.39 0.02 0.69 -1.013
C -6.344540 8.103085 3.557908 0.11 0.07 1.76 -0.478
C 1.181395 9.951539 3.767447 0.49 0.50 -0.07 -0.804
C -2.674519 3.347045 -4.630558 -1.29 2.03 -0.31 -0.457
C -4.385439 5.663776 1.611259 -3.03 1.26 3.07 -0.459
C 1.434533 -9.029630 -2.358237 0.69 0.30 0.06 -0.509
H 8.402730 3.287920 0.923245 0.07 -0.22 -0.24 0.312
H 4.073365 -1.588386 -2.257259 0.25 0.10 0.02 0.640
H 6.511767 1.363717 1.121491 0.65 0.66 0.11 0.416
H -0.323592 -1.787550 8.342803 0.51 -0.21 0.10 0.362
H -6.313402 8.487087 5.773960 -0.09 0.51 -0.29 0.366
H -0.070389 4.372544 2.525684 0.23 0.15 -0.06 0.288
H -5.267861 5.403436 -5.197538 -0.15 -0.44 0.29 0.396
H -3.754310 7.391710 -5.951467 -0.07 -0.45 -0.12 0.302
H 1.358814 -6.287069 -2.108709 -0.12 0.15 0.19 0.540
H 4.507828 -4.753758 1.519384 0.19 0.02 -0.14 0.359
H 2.760476 2.326679 -1.562246 -0.06 0.22 0.03 0.371
H -4.223606 8.953223 1.631747 -0.45 0.01 0.15 0.431
H -0.622190 -9.525416 -0.423765 -0.17 0.12 0.19 0.422
H 3.957381 1.320772 0.272090 0.02 0.13 0.50 0.547
H 3.064646 -8.895947 -1.016582 0.47 0.58 -0.04 0.337
H -3.277554 7.393466 -0.854183 -0.44 0.24 0.46 0.322
H -4.024009 4.694080 1.302312 0.01 0.28 -0.18 0.597
H 1.592438 4.495744 5.163334 -0.76 0.15 0.48 0.335
H -6.794918 9.008586 3.151304 0.25 -0.20 -0.44 0.378
H 8.000384 -4.847225 -3.984629 -0.38 -0.06 0.07 0.306
H 3.296646 -7.774871 -2.511693 -0.20 0.06 0.45 0.362
H 8.511474 2.083093 -1.217086 -0.25 -0.02 -0.49 0.302
H -2.569095 -5.001168 10.188560 0.38 -0.54 -0.13 0.374
H 3.429780 -9.522706 -2.605229 0.45 0.13 0.05 0.404
H -1.999538 7.106043 -5.958476 -0.11 -0.14 0.54 0.321
H -3.899569 -9.738218 -6.529098 0.40 -0.12 -0.04 0.367
H -2.473590 -2.847223 9.085497 0.12 0.33 -0.53 0.329
H 0.322278 -3.580432 4.603216 -0.39 -0.40 0.00 0.504
H 3.591584 -3.447587 -0.374324 -0.03 0.35 0.11 0.430
H 0.278438 3.036996 3.581486 0.05 0.02 0.06 0.401
H 5.639437 4.742020 -1.464541 0.56 -0.07 0.06 0.453
H -2.943015 -7.663339 0.274361 0.00 -0.04 0.05 0.359
H -0.378026 -3.940839 -4.993695 -0.02 -0.36 0.31 0.301
H 1.207676 -10.065838 -2.107414 0.07 0.09 0.18 0.359
H -0.882197 4.267557 4.051152 0.27 0.15 0.39 0.344
H -2.476220 6.027152 -0.109246 -0.14 0.00 0.28 0.316
H 8.048139 3.590457 -2.157720 0.00 -0.22 0.05 0.338
H -1.548328 -2.768980 -5.334347 -0.46 -0.10 -0.50 0.336
H -1.398946 -5.577473 8.791969 -0.37 -0.88 0.83 0.331
H 2.658778 4.024120 -0.922539 -0.54 -0.26 -0.24 0.300
H -1.994830 -7.798204 1.748975 0.08 0.32 0.03 0.316
H -5.230186 -7.833609 -5.949028 0.14 0.59 0.33 0.326
H 1.123619 -8.899684 -3.394840 0.13 0.20 0.01 0.306
H 2.486698 -2.207597 6.258730 0.01 -0.05 0.37 0.361
H -2.376425 -6.178258 0.985337 0.46 -0.09 0.12 0.323
H 6.867254 -4.341675 -5.297872 -0.04 0.02 0.24 0.350
H -7.129043 7.349125 3.622808 -0.41 0.55 1.00 0.329
H -4.538336 2.853622 -2.675768 -0.28 -0.39 0.06 0.376
H -0.902388 -4.323421 9.894508 0.08 -0.61 0.81 0.314
H -3.228714 -3.758967 -3.744159 -0.81 -0.34 0.54 0.635
H 2.431230 7.445837 3.085766 -0.05 -0.27 0.10 0.402
H 1.567202 -1.386601 5.097053 -0.41 0.40 0.12 0.336
H -3.510523 -9.079395 -4.946945 0.45 -0.38 0.06 0.313
H -3.142504 -4.094129 8.014005 -0.20 0.30 -0.05 0.332
H -5.720655 0.951625 -3.244437 0.34 -0.56 0.13 0.339
H -6.118428 1.214926 -4.840881 0.27 0.70 -0.46 0.371
H -4.939964 9.338456 4.907690 -1.02 0.86 -0.41 0.373
H -6.019451 5.368004 3.175969 -0.03 0.20 -0.07 0.401
H -2.373025 2.437523 -4.132290 0.70 0.13 -0.38 0.609
H 8.191316 -3.292236 -4.708750 -0.21 0.11 -0.09 0.354
H -0.852933 6.124698 5.417303 0.17 0.14 0.11 0.466
H 6.016778 -5.014221 0.553065 0.12 0.26 0.59 0.412
H 8.134030 4.795929 0.122496 -0.65 0.05 -0.17 0.325
H 4.567866 -5.666206 -0.016782 -0.45 0.02 0.06 0.308
H -4.827756 7.799879 5.247376 -0.38 -1.14 -0.30 0.320
H -0.937760 -3.943229 -6.610498 -0.32 0.51 -0.09 0.309
H -2.165190 7.637124 0.564824 0.24 0.10 -0.68 0.358
H 2.232061 4.656663 3.696304 -0.24 0.78 -0.84 0.372
H -4.476726 0.674633 -4.494017 0.31 0.52 0.28 0.339
H -4.916343 -6.204288 -3.964304 -0.02 0.33 -0.11 0.440
H 9.615882 3.402054 -1.355721 -0.01 0.15 -0.14 0.393
H -2.330534 -8.844809 -6.296334 -0.17 -0.06 -0.09 0.356
H 4.947449 -2.728691 0.520215 0.16 0.54 -0.70 0.233
H 3.500389 3.713620 -2.434508 -0.08 -0.21 -0.01 0.355
H -1.001054 8.756655 5.121984 0.20 0.10 -0.07 0.544
H -1.850578 -4.916782 6.030832 0.22 0.07 -0.40 0.494
H -1.953558 -6.104155 -6.923983 0.04 0.04 0.01 0.402
H -5.908696 3.396062 -3.685978 -0.02 -0.21 0.21 0.303
H -1.151394 4.743531 -5.645127 0.05 -0.47 0.20 0.440
H -0.437301 -5.232615 -0.266737 0.03 -0.01 -0.14 0.739
H 5.752514 -1.787384 -4.454182 -0.18 0.14 0.17 0.474
H 1.672124 -0.747352 6.794292 -0.69 -0.25 0.05 0.315
H 2.266525 10.024501 3.694972 -0.14 -0.04 -0.25 0.326
H -4.283912 -7.433756 -7.357094 0.06 0.10 0.02 0.357
H 0.686626 10.389550 2.900586 0.10 -0.54 -0.23 0.322
H -2.865566 6.438421 -7.257224 -0.63 0.37 -0.11 0.373
H 0.898870 10.609964 4.588885 -0.13 -0.56 0.36 0.365
H 6.683590 -4.906728 -1.881814 -0.28 0.15 0.55 0.365
```
Positions in Å, forces in eV/Å.

## Properties
- Relative energy (zero: lowest compared OMol25 entry of this formula, charge and spin): 3.013 eV
- Molar mass: 1070.88 g mol⁻¹
- Frontier orbital gap: 4.7 eV
- Total charge: +7
- Calculated total energy: -3478.36522 Ha